i) # C4H12NO2

A 3-piece molecular cluster, C4H12NO2 overall (wB97M-V/def2-TZVPD, the OMol25 dataset).

Properties
frontier orbital gap (alpha / beta) = 4.8 / 4.8 eV
2S+1 = 2
LUMO energy (alpha / beta) = -4.099 / -4.086 eV
E_HOMO (alpha / beta) = -8.90 / -8.92 eV

Geometry (Å):
C -1.64 0.90 -0.15
O -2.07 0.17 -1.25
C -0.40 0.28 0.53
C 0.67 -0.10 -0.49
C 2.12 -0.14 0.09
N 2.12 0.16 1.48
H -1.41 1.93 -0.48
H -2.42 1.02 0.64
H 0.03 0.98 1.32
H -0.74 -0.53 1.06
H 0.39 -1.11 -0.90
H 0.57 0.52 -1.40
H 2.74 0.50 -0.60
H 2.50 -1.21 -0.17
H 0.80 1.83 -0.15
H 3.07 0.40 1.79
H -2.29 -1.09 -0.69
H -1.57 -2.47 -0.34
O -2.48 -2.05 -0.27

---

ii) # C4H12NO2

A 2-piece molecular cluster, C4H12NO2 overall (wB97M-V/def2-TZVPD, the OMol25 dataset).

Properties
frontier orbital gap (alpha / beta) = 11.1 / 8.1 eV
2S+1 = 2
LUMO energy (alpha / beta) = 0.838 / -2.050 eV
E_HOMO (alpha / beta) = -10.27 / -10.13 eV

Geometry (Å):
C 0.53 1.52 -0.89
C -0.14 0.85 0.33
C -1.64 1.16 0.41
N 0.28 -0.60 0.19
C -0.59 -1.40 -0.72
O -1.86 -1.58 -0.45
H 0.59 0.85 -1.74
H 0.04 2.48 -1.13
H 1.53 1.88 -0.61
H 0.41 1.16 1.22
H -1.81 1.89 1.19
H -2.04 1.51 -0.55
H -2.16 0.24 0.67
H -0.04 -1.08 1.03
H -0.34 -1.09 -1.75
H -0.08 -2.38 -0.67
H 3.28 0.39 0.48
H 2.13 -0.62 0.69
O 2.95 -0.27 1.10

---

Which is the most stable structure? ii) is the most stable.

---

i) # C4H8Cl2

One molecule with the formula C4H8Cl2 (wB97M-V/def2-TZVPD, the OMol25 dataset).

Properties
SMILES string = CC(CCl)CCl
frontier orbital gap = 11.3 eV
LUMO energy = 0.838 eV
E_HOMO = -10.48 eV

Geometry (Å):
C 0.22 -0.07 -1.45
C -0.33 -0.23 -0.01
C 0.37 -1.22 0.89
Cl 1.99 -0.34 1.12
C -0.61 1.11 0.64
Cl -1.57 2.28 -0.34
H 0.77 -0.95 -1.76
H -0.48 0.10 -2.30
H 0.79 0.81 -1.51
H -1.34 -0.67 -0.16
H 0.03 -1.25 1.92
H 0.61 -2.17 0.48
H -0.75 0.92 1.74
H 0.30 1.69 0.75

---

ii) # C4H8Cl2

One molecule with the formula C4H8Cl2 (wB97M-V/def2-TZVPD, the OMol25 dataset).

Properties
SMILES string = CC(C)(Cl)CCl
frontier orbital gap = 10.8 eV
LUMO energy = 0.762 eV
E_HOMO = -10.08 eV

Geometry (Å):
C -0.01 -0.44 1.39
C -0.06 0.18 -0.05
C -1.41 0.11 -0.67
Cl 0.20 2.09 0.20
C 1.21 -0.12 -0.80
Cl 2.71 0.52 0.03
H -0.91 -0.04 1.83
H -0.03 -1.55 1.40
H 0.89 -0.08 1.94
H -1.55 0.91 -1.45
H -1.50 -0.95 -1.23
H -2.16 0.18 0.14
H 1.39 -1.17 -1.00
H 1.24 0.37 -1.72

---

Which is the most stable structure? ii) is the most stable.

---

i) # C3H2Cl2S

One molecule with the formula C3H2Cl2S (wB97M-V/def2-TZVPD, the OMol25 dataset).

Properties
SMILES string = S=CC=C(Cl)Cl
frontier orbital gap = 7.8 eV
LUMO energy = -1.161 eV
E_HOMO = -8.94 eV

Geometry (Å):
S 2.78 -0.28 -0.04
C 1.27 0.27 0.10
C 0.02 -0.52 -0.03
C -1.25 0.00 -0.01
Cl -1.35 1.68 -0.05
Cl -2.63 -1.04 0.00
H 1.06 1.42 0.34
H 0.10 -1.53 -0.31

---

ii) # C3H2Cl2S

One molecule with the formula C3H2Cl2S (wB97M-V/def2-TZVPD, the OMol25 dataset).

Properties
SMILES string = S=CC=C(Cl)Cl
frontier orbital gap = 7.9 eV
LUMO energy = -1.074 eV
E_HOMO = -8.94 eV

Geometry (Å):
S 2.69 0.06 0.08
C 1.15 -0.42 -0.01
C 0.11 0.55 -0.09
C -1.15 0.11 0.06
Cl -2.45 1.18 0.06
Cl -1.59 -1.64 0.05
H 0.98 -1.41 -0.02
H 0.26 1.57 -0.13

---

Which is the most stable structure? ii) is the most stable.

---

i) # C3H7ClN2O

One molecule with the formula C3H7ClN2O (wB97M-V/def2-TZVPD, the OMol25 dataset).

Properties
SMILES string = CN(CCCl)N=O
frontier orbital gap = 10.1 eV
LUMO energy = 0.514 eV
E_HOMO = -9.54 eV

Geometry (Å):
C -1.24 1.09 -0.06
N -0.74 -0.35 -0.04
C 0.62 -0.63 -0.47
C 1.67 -0.17 0.51
Cl 3.34 -0.53 0.00
N -1.56 -1.33 0.01
O -2.76 -0.98 0.26
H -1.36 1.53 0.87
H -0.18 1.76 -0.29
H -2.14 1.10 -0.88
H 0.79 -0.02 -1.63
H 0.61 -1.82 -0.62
H 1.41 -0.55 1.72
H 1.57 0.92 0.61

---

ii) # C3H7ClN2O

A 2-piece molecular cluster, C3H7ClN2O overall (wB97M-V/def2-TZVPD, the OMol25 dataset).

Properties
frontier orbital gap (alpha / beta) = 7.8 / 7.4 eV
LUMO energy (alpha / beta) = -1.718 / -1.876 eV
E_HOMO (alpha / beta) = -9.56 / -9.28 eV

Geometry (Å):
C 1.53 -1.50 -0.22
C -0.78 1.07 -1.03
C -0.99 -0.19 1.16
N 0.86 -0.39 -0.24
N -0.33 0.00 -0.10
O 2.71 -1.65 -0.06
Cl 2.15 1.59 0.48
H 0.83 -2.39 -0.58
H 0.05 1.89 -1.04
H -0.97 0.82 -2.07
H -1.72 1.41 -0.72
H -0.24 -0.72 1.85
H -1.13 0.76 1.57
H -1.97 -0.69 1.00

---

Which is the most stable structure? ii) is the most stable.

---

i) # C26H30N4O4

One molecule with the formula C26H30N4O4 (wB97M-V/def2-TZVPD, the OMol25 dataset).

Properties
SMILES string = CC(=O)Nc1ccc(NC(=O)C2CCN(C(=O)[C@@H]3CC(=O)N(c4ccc(C)cc4)C3)CC2)cc1
frontier orbital gap = 8.7 eV
LUMO energy = 0.559 eV
E_HOMO = -8.09 eV

Geometry (Å):
C -5.18 -3.37 0.44
C -3.69 -3.43 0.73
O -3.23 -3.95 1.72
N -2.95 -2.82 -0.24
C -1.57 -2.65 -0.32
C -0.70 -3.03 0.70
C 0.66 -2.80 0.57
C 1.17 -2.18 -0.56
N 2.55 -1.93 -0.62
C 3.16 -0.93 -1.31
O 2.58 -0.21 -2.09
C 4.67 -0.77 -1.10
C 5.01 0.71 -1.29
C 4.49 1.52 -0.09
N 3.78 0.67 0.83
C 2.44 0.61 1.05
O 1.98 -0.20 1.83
C 1.55 1.59 0.30
C 1.42 2.94 1.01
C -0.02 3.37 0.74
O -0.44 4.49 0.90
N -0.71 2.28 0.32
C -2.08 2.22 0.02
C -2.80 3.36 -0.30
C -4.14 3.27 -0.62
C -4.80 2.05 -0.64
C -6.26 1.98 -0.98
C -4.07 0.91 -0.32
C -2.73 0.99 0.00
C 0.11 1.08 0.28
C 4.62 -0.37 1.39
C 5.23 -1.22 0.26
C 0.31 -1.83 -1.60
C -1.05 -2.06 -1.47
H -5.52 -2.33 0.46
H -5.72 -3.93 1.20
H -5.40 -3.79 -0.54
H -3.46 -2.44 -1.03
H -1.09 -3.50 1.59
H 1.32 -3.07 1.38
H 3.07 -2.38 0.12
H 5.15 -1.36 -1.89
H 4.54 1.05 -2.21
H 6.09 0.83 -1.40
H 5.34 1.96 0.46
H 3.86 2.34 -0.42
H 1.90 1.71 -0.72
H 2.12 3.70 0.67
H 1.53 2.83 2.09
H -2.31 4.32 -0.29
H -4.69 4.18 -0.86
H -6.86 2.32 -0.14
H -6.49 2.61 -1.84
H -6.56 0.95 -1.21
H -4.56 -0.05 -0.32
H -2.20 0.08 0.26
H -0.10 0.51 -0.63
H -0.07 0.44 1.15
H 5.41 0.10 1.99
H 3.99 -0.96 2.06
H 5.06 -2.29 0.43
H 6.31 -1.08 0.23
H 0.70 -1.37 -2.49
H -1.71 -1.77 -2.27

---

ii) # C26H30N4O4

One molecule with the formula C26H30N4O4 (wB97M-V/def2-TZVPD, the OMol25 dataset).

Properties
SMILES string = CCOc1ccc(CCNC(=O)CCCn2c(=O)c3cccn3c3cccnc32)cc1OCC
frontier orbital gap = 8.4 eV
LUMO energy = 0.480 eV
E_HOMO = -7.88 eV

Geometry (Å):
C -4.35 1.65 -5.05
C -4.27 1.44 -3.55
O -3.23 2.26 -3.06
C -2.86 2.16 -1.74
C -3.58 1.43 -0.81
C -3.19 1.37 0.52
C -2.09 2.08 0.96
C -1.60 1.95 2.37
C -0.57 0.81 2.45
N 0.57 1.08 1.61
C 0.72 0.55 0.38
O 0.02 -0.35 -0.03
C 1.84 1.18 -0.44
C 2.55 0.14 -1.31
C 3.49 -0.74 -0.48
N 2.76 -1.43 0.57
C 2.80 -0.90 1.85
O 3.51 0.06 2.12
C 1.94 -1.56 2.81
C 1.74 -1.29 4.15
C 0.76 -2.18 4.60
C 0.39 -2.97 3.54
N 1.10 -2.59 2.45
C 1.09 -3.08 1.16
C 0.28 -4.13 0.73
C 0.36 -4.55 -0.58
C 1.25 -3.90 -1.42
N 2.02 -2.90 -1.04
C 1.95 -2.48 0.22
C -1.37 2.81 0.03
C -1.71 2.86 -1.32
O -0.88 3.64 -2.08
C -0.77 3.44 -3.47
C -0.17 2.08 -3.83
H -3.41 1.38 -5.52
H -5.15 1.04 -5.47
H -4.56 2.70 -5.27
H -5.23 1.72 -3.08
H -4.06 0.38 -3.32
H -4.45 0.88 -1.11
H -3.77 0.78 1.21
H -1.13 2.88 2.70
H -2.42 1.72 3.05
H -0.23 0.67 3.48
H -1.02 -0.11 2.08
H 1.18 1.83 1.90
H 2.56 1.67 0.22
H 1.37 1.94 -1.07
H 3.14 0.64 -2.08
H 1.80 -0.48 -1.79
H 3.95 -1.49 -1.12
H 4.25 -0.13 0.01
H 2.26 -0.54 4.72
H 0.37 -2.25 5.60
H -0.34 -3.75 3.50
H -0.40 -4.61 1.42
H -0.25 -5.35 -0.94
H 1.36 -4.19 -2.46
H -0.50 3.38 0.33
H -0.09 4.24 -3.79
H -1.73 3.57 -3.97
H -0.79 1.28 -3.44
H -0.11 1.99 -4.91
H 0.83 1.98 -3.42

---

Which is the most stable structure? i) is the most stable.

---

i) # C2H3P

A 2-piece molecular cluster, C2H3P overall (wB97M-V/def2-TZVPD, the OMol25 dataset).

Properties
frontier orbital gap (alpha / beta) = 9.0 / 6.5 eV
LUMO energy (alpha / beta) = -1.704 / -2.827 eV
E_HOMO (alpha / beta) = -10.68 / -9.30 eV

Geometry (Å):
C 0.18 -1.00 -0.02
C 0.89 -1.86 -0.53
P -1.29 1.93 0.69
H 0.96 -2.72 -1.22
H -0.41 2.10 -0.55
H -0.32 1.54 1.64

---

ii) # C2H3P

One molecule with the formula C2H3P (wB97M-V/def2-TZVPD, the OMol25 dataset).

Properties
SMILES string = C#CP
frontier orbital gap = 8.0 eV
LUMO energy = -0.856 eV
E_HOMO = -8.82 eV

Geometry (Å):
C -1.88 -0.09 -0.15
C -0.24 0.33 -0.62
P 1.11 -0.57 -0.26
H -2.42 0.65 0.47
H 1.47 -0.92 1.05
H 1.97 0.60 -0.49

---

Which is the most stable structure? i) is the most stable.